Molecular formula: C37H45AlAsCl4N5O7S2
Method: DFT, ωB97M-V with the def2-TZVPD basis set

- Molar mass: 979.65 g/mol
- Highest occupied orbital energy: -12.5 eV
- Net charge: +2
- Frontier orbital gap: 0.256 Ha
- E: -7352.23580 Ha

Geometry as XYZ:
```
102
Properties=species:S:1:pos:R:3:forces:R:3:mulliken_charge:R:1
As 0.1228 -0.8102 2.6325 0.0 0.0 0.0 0.520
Cl 1.8769 -8.6274 -1.0527 0.0 0.0 0.0 -0.171
Cl 1.0268 -5.5973 0.9094 0.0 0.0 0.0 -0.111
Cl 3.6238 1.2502 -1.7255 -0.1 0.0 0.0 1.894
Cl -4.0145 -3.9020 1.4236 0.0 0.0 0.0 -0.171
S 2.5952 3.5671 1.8185 0.1 0.0 -0.1 0.193
S -0.8997 -8.7738 -0.0026 0.0 0.0 0.0 -0.174
Al 1.6244 0.9436 0.3344 0.0 0.1 0.1 -2.237
O 0.2772 -5.4910 -3.3458 0.0 0.0 0.0 -0.418
O 2.1397 1.4940 -1.3958 0.0 0.0 -0.1 -0.602
O 4.2097 2.5187 -1.9231 0.0 0.0 0.0 -0.635
O 1.1951 0.3550 2.0185 0.0 0.0 -0.1 -0.108
O 3.6451 0.4235 -2.8707 0.0 0.0 0.0 -0.669
O 4.1429 0.5847 -0.5591 0.0 0.0 0.0 -0.529
O 2.6688 2.2491 1.0260 -0.1 0.0 0.1 0.950
N 1.7303 -0.9256 -0.2890 0.0 0.0 0.0 1.755
N -4.6270 4.3826 0.0996 0.0 0.0 0.0 0.037
N -0.1389 1.7838 -0.0338 0.1 -0.1 0.0 1.034
N 1.7651 -2.6935 -1.5774 0.0 0.0 0.0 0.366
N -4.4060 3.6157 -1.9869 0.0 0.0 0.0 -0.582
C 2.6039 -1.8498 0.2559 0.0 0.0 0.0 -1.254
C -0.3863 -7.5452 -2.2055 0.0 0.0 0.0 0.205
C 5.2532 1.2763 2.6434 0.0 0.0 0.0 -1.153
C -1.7971 -7.4552 -1.9974 0.0 0.0 0.0 -0.359
C -7.6560 5.3028 -2.4829 0.0 0.0 0.0 -0.527
C -1.8991 2.4048 -1.5267 0.0 0.0 0.0 -1.137
C 1.4218 -3.6101 -2.6600 0.0 0.0 0.0 -1.667
C 2.9958 6.2041 1.0923 0.0 0.0 0.0 -0.297
C -6.5615 4.5655 -2.8609 0.0 0.0 0.0 -0.769
C -7.7995 5.7906 -1.1660 0.0 0.0 0.0 -0.391
C -0.7986 2.4073 0.9591 0.0 0.0 0.0 -0.319
C -0.7025 -0.0261 4.1644 0.0 0.0 0.0 -1.180
C 4.0564 3.5108 2.8659 0.0 0.0 0.0 -0.807
C -1.5008 -4.7391 0.9572 0.0 0.0 0.0 -1.262
C -0.3865 -4.9248 0.1499 0.0 0.0 0.0 1.932
C -6.8555 5.5556 -0.1932 0.0 0.0 0.0 -1.076
C -1.2252 -1.2813 1.3590 0.0 0.0 0.0 0.216
C 2.6331 -2.9451 -0.5404 0.0 0.0 0.0 -0.941
C 1.0542 -2.3786 3.1922 0.0 0.0 0.0 -0.877
C -1.5680 -4.0416 -1.7175 0.0 0.0 0.0 -0.471
C 0.3361 -6.9268 -3.3590 0.0 0.0 0.0 -1.035
C 0.7440 -4.8911 -2.1608 0.0 0.0 0.0 -0.972
C -5.5870 4.3132 -1.8868 0.0 0.0 0.0 0.596
C -0.6922 1.8077 -1.2657 0.0 0.0 0.0 -0.312
C -2.0022 3.0464 0.7727 0.0 0.0 0.0 -1.486
C -3.8657 3.6772 -0.7978 0.0 0.0 0.0 -0.176
C 3.4100 7.1834 -0.0019 0.0 0.0 0.0 -1.383
C -2.6398 -4.1806 0.4071 0.0 0.0 0.0 -0.044
C -0.4008 -4.6044 -1.2040 0.0 0.0 0.0 0.619
C 5.2389 2.7512 2.2597 0.0 0.0 0.0 -0.175
C 1.2557 -1.4753 -1.3984 0.0 0.0 0.0 -0.297
C -2.5915 3.0477 -0.4953 0.0 0.0 0.0 1.253
C 0.2090 -8.2443 -1.1974 0.0 0.0 0.0 0.627
C -5.7460 4.8054 -0.5824 0.0 0.0 0.0 0.773
C -2.2061 -8.0595 -0.8541 0.0 0.0 0.0 -0.591
C -2.6839 -3.8171 -0.9303 0.0 0.0 0.0 -1.117
C 3.0915 4.7701 0.5826 0.0 0.0 0.0 -0.683
H 3.1808 -1.6344 1.1386 0.0 0.0 0.0 0.870
H -6.9734 5.9344 0.8129 0.0 0.0 0.0 0.393
H -0.8143 -1.9877 0.6391 0.0 0.0 0.0 -0.676
H -2.4654 3.5342 1.6190 0.0 0.0 0.0 0.374
H 1.9726 6.4114 1.4149 0.0 0.0 0.0 0.343
H 6.1486 3.2317 2.6221 0.0 0.0 0.0 0.548
H -1.6127 -3.8233 -2.7779 0.0 0.0 0.0 0.562
H 0.5668 -1.0165 -2.0881 0.0 0.0 0.0 0.395
H -3.5864 -3.3936 -1.3487 0.0 0.0 0.0 0.554
H 4.0918 4.5013 0.2390 0.0 0.0 0.0 0.404
H 1.3595 -2.9612 2.3254 0.0 0.0 0.0 0.089
H 0.3765 -2.9710 3.8074 0.0 0.0 0.0 0.475
H -2.4680 -6.9639 -2.6884 0.0 0.0 0.0 0.463
H -0.3227 2.3864 1.9311 0.0 0.0 0.0 0.718
H 0.0748 0.3398 4.8326 0.0 0.0 0.0 0.399
H -1.3013 -0.7800 4.6740 0.0 0.0 0.0 0.437
H -0.1198 1.3439 -2.0563 0.0 0.0 0.0 0.655
H 1.3805 -7.2462 -3.3701 0.0 0.0 0.0 0.413
H 3.1927 -3.8608 -0.4710 0.0 0.0 0.0 0.637
H 0.7398 -3.0905 -3.3319 0.0 0.0 0.0 0.334
H -1.4781 -5.0395 1.9956 0.0 0.0 0.0 0.557
H 3.3298 8.2091 0.3530 0.0 0.0 0.0 0.400
H 2.7741 7.0808 -0.8819 0.0 0.0 0.0 0.346
H -0.1210 -7.2083 -4.3059 0.0 0.0 0.0 0.412
H -6.4431 4.1900 -3.8677 0.0 0.0 0.0 0.445
H 5.3042 1.1600 3.7276 0.0 0.0 0.0 0.454
H 4.4420 7.0140 -0.3098 0.0 0.0 0.0 0.354
H 1.4820 -5.5302 -1.6657 0.0 0.0 0.0 0.744
H 2.3976 4.5909 -0.2422 0.0 0.0 0.0 0.481
H -8.4306 5.5208 -3.2051 0.0 0.0 0.0 0.394
H -1.3440 0.7966 3.8544 0.0 0.0 0.0 0.348
H -4.4218 4.5751 1.0635 0.0 0.0 0.0 0.163
H 4.3624 0.7645 2.2796 0.0 0.0 0.0 -0.024
H 3.6372 6.3429 1.9657 0.0 0.0 0.0 0.279
H 3.7302 3.0675 3.8079 0.0 0.0 0.0 0.521
H -3.2110 -8.1541 -0.4749 0.0 0.0 0.0 0.480
H -1.5696 -0.3823 0.8508 0.0 0.0 0.0 0.196
H 5.2479 2.8567 1.1728 0.0 0.0 0.0 0.059
H 1.9215 -2.0861 3.7817 0.0 0.0 0.0 0.435
H -2.3176 2.3983 -2.5228 0.0 0.0 0.0 0.591
H 2.3220 -3.8600 -3.2187 0.0 0.0 0.0 0.419
H 6.1226 0.7815 2.2134 0.0 0.0 0.0 0.386
H 4.2739 4.5636 3.0597 0.0 0.0 0.0 0.471
H -8.6799 6.3677 -0.9174 0.0 0.0 0.0 0.402
H -2.0603 -1.7447 1.8851 0.0 0.0 0.0 0.492
```
Forces are in eV/Å.